Record 1
This record from the OMol25 dataset describes C4H6O2 as an isolated structure in a non-equilibrium geometry. The level of theory is the ωB97M-V functional and the def2-TZVPD basis.

```
12
Properties=species:S:1:pos:R:3:forces:R:3:mulliken_charge:R:1
C -1.34357 0.51970 0.09222 -0.349 -1.479 1.502 -0.4927
O -0.52896 1.21443 -0.79094 1.599 -2.822 -0.692 -0.5425
C 0.35220 -0.46986 -0.71895 -0.811 2.784 -0.989 -0.2151
C 1.51957 0.08275 0.02190 0.453 0.197 -0.157 -0.3454
O 0.82772 -0.08533 1.27652 -0.112 -0.018 0.009 -0.4186
C -0.34577 -0.56988 0.59831 -1.540 0.980 0.199 0.0255
H -2.06534 -0.10705 -0.45707 -0.402 0.213 0.155 0.2468
H -1.86384 1.10079 0.86295 0.080 0.263 -0.218 0.3672
H 0.21291 -0.96819 -1.67319 0.156 0.102 0.156 0.4638
H 2.49439 -0.41055 -0.00378 -0.122 -0.127 0.011 0.3009
H 1.55737 1.13010 -0.28064 0.653 0.002 0.269 0.2228
H -0.81669 -1.43693 1.07267 0.396 -0.096 -0.243 0.3873
```
Forces are in eV/Å.

- Energy relative to the best compared isomer or geometry (same formula, charge and spin): 449.7 kJ/mol
- Gap between HOMO and LUMO: 9.60 eV

Record 2
This record from the OMol25 dataset describes C17H29N2O5P2Pr as an isolated structure in a non-equilibrium geometry. The level of theory is the ωB97M-V functional and the def2-TZVPD basis.

```
56
Properties=species:S:1:pos:R:3:forces:R:3:mulliken_charge:R:1
C -0.82757 4.08193 -1.54503 0.167 0.357 0.242 -0.8203
C -0.88872 2.74042 -1.17649 0.039 -0.248 0.780 0.7263
N -0.11351 2.30049 -0.15264 0.297 1.292 -0.799 0.0927
C 0.83609 3.07154 0.43605 -0.409 -0.420 -0.132 0.8290
C 0.92491 4.42203 0.09887 0.013 -0.050 -0.334 -0.8628
C 0.07203 4.93590 -0.89034 -0.150 -0.953 0.233 -0.4461
C -1.81390 1.75726 -1.90751 -1.144 -0.196 -0.529 -1.0939
P -2.40975 0.18753 -1.02387 0.176 0.451 0.198 0.7240
Pr 0.01518 -0.07772 0.27201 0.466 -2.592 0.406 -0.0273
P 2.36627 0.65659 1.47380 -0.578 -0.038 -1.083 0.9206
C 1.73544 2.45016 1.53332 0.957 0.197 0.852 -1.3479
C 0.03627 -2.47051 0.51695 -0.165 2.326 -0.073 0.9926
C -0.99407 -2.99570 1.27215 0.403 -2.037 -0.206 -0.2984
C -0.99940 -4.39604 1.44826 -0.502 0.339 0.357 -0.5785
C 0.02255 -5.18216 0.90547 0.029 0.091 -0.122 -0.5578
C 1.06543 -4.58451 0.18433 0.431 0.123 -0.222 -0.4973
C 1.08640 -3.18653 -0.00794 -0.189 -1.869 0.354 -0.6962
O -0.68673 0.38606 -4.23341 0.535 0.046 -0.761 -0.7063
O 0.22086 -1.85192 -3.09634 0.619 -0.181 0.478 -0.8372
H -1.50750 4.46043 -2.30253 0.201 -0.041 0.030 0.4833
H 1.66005 5.05736 0.58595 -0.152 -0.105 -0.079 0.4609
H 0.10255 5.98751 -1.14424 0.043 -0.035 -0.014 0.4149
C -3.73973 0.60796 0.15872 -0.727 0.003 0.039 -1.2218
C -2.90354 -1.17545 -2.12312 -0.640 -0.078 -0.722 -1.0342
H 2.66987 3.01835 1.64375 -0.460 0.475 -0.174 0.5230
H 1.22434 2.52537 2.51126 -0.003 -0.072 -0.369 0.3943
H -1.35290 1.40812 -2.87659 -0.160 0.198 0.958 0.3168
H -2.75357 2.25414 -2.19844 0.445 0.354 -0.032 0.5283
C 2.88358 -0.07516 3.03422 0.586 -0.089 0.797 -1.1453
C 3.77974 0.54259 0.34153 0.540 0.203 0.203 -1.1954
H -1.75953 -2.35598 1.72079 0.094 -0.240 -0.037 0.2862
H -1.80429 -4.86764 2.02529 0.334 0.048 -0.193 0.3554
H 0.00685 -6.27330 1.04788 0.022 0.599 -0.084 0.3539
H 1.86190 -5.20865 -0.23543 -0.247 0.103 0.199 0.3704
H 1.90049 -2.67271 -0.53739 -0.248 -0.375 0.028 0.3901
H 0.88140 -1.22536 -2.55534 -0.775 -0.570 -0.210 -0.1361
H 0.27337 -2.71514 -2.64681 -0.072 0.499 -0.288 0.2894
H -0.35512 -0.51597 -4.00441 -0.052 0.373 -0.104 0.4222
H 0.00975 0.82244 -4.75988 -0.444 -0.518 0.403 0.2620
H 1.38379 -0.37586 -1.77163 0.110 0.547 0.694 0.0393
H -4.72641 0.84878 -0.26788 0.344 -0.019 -0.037 0.3943
H -3.87430 -0.26787 0.81617 0.092 0.237 -0.286 0.3321
H -3.44292 1.43581 0.82084 0.119 -0.210 -0.338 0.3448
H -3.79484 -0.99381 -2.74876 0.333 0.061 0.239 0.4061
H -2.05856 -1.45335 -2.77528 -0.225 0.279 0.355 0.2778
H -3.10960 -2.05884 -1.49158 0.130 0.497 -0.039 0.3518
H 4.68824 0.97005 0.78161 0.010 0.009 -0.238 0.4402
H 3.94857 -0.52951 0.14570 -0.097 0.392 0.088 0.3134
H 3.54213 1.01278 -0.62222 0.024 -0.111 0.320 0.3036
H 3.90211 0.23082 3.32610 -0.418 0.037 0.140 0.4181
H 2.16008 0.09269 3.85460 0.395 0.020 -0.472 0.3109
H 2.92427 -1.17148 2.84550 -0.161 0.683 0.013 0.3085
O -0.68450 -1.02783 4.37910 -0.018 1.602 -0.290 -0.5297
N -0.58362 0.09450 3.90196 0.544 0.185 -1.775 0.7074
O -0.47368 1.17015 4.49768 -0.211 -1.501 -0.369 -0.5421
O -0.52629 0.17930 2.51525 -0.254 -0.082 2.002 -0.5100
```
Forces are in eV/Å.

- Energy relative to the best compared isomer or geometry (same formula, charge and spin): 0.0 kJ/mol
- Spin multiplicity: 3
- Gap between HOMO and LUMO (alpha / beta): 6.84 / 6.80 eV